1.
This record from OMol25 describes a structure of composition C28H33BiGeN8O3. The level of theory is wB97M-V/def2-TZVPD.

Summary:
Kohn-Sham gap: 6.4 eV
ΔE to the lowest compared entry with this formula, charge and spin: 22.7 kcal/mol
Lowest unoccupied orbital energy: -0.49 eV
HOMO: -6.89 eV
E: -109990.95859 eV

Cartesian coordinates (Å):
Bi -0.63 -0.67 -0.60
O -5.73 -3.22 0.81
C -5.30 -3.97 -0.22
C -6.12 -5.04 -0.61
C -5.75 -5.86 -1.66
C -4.55 -5.64 -2.34
C -3.74 -4.59 -1.96
C -4.09 -3.74 -0.90
C -3.16 -2.65 -0.56
O -2.11 -2.49 -1.23
N -3.53 -1.87 0.48
N -2.62 -0.92 0.77
C -2.84 -0.10 1.72
C -1.82 0.89 2.04
C -1.94 1.78 3.10
C -0.88 2.63 3.38
C 0.27 2.57 2.61
C 0.31 1.67 1.55
N -0.71 0.86 1.28
H -5.04 -2.53 0.97
H -7.05 -5.19 -0.07
H -6.40 -6.68 -1.94
H -4.26 -6.29 -3.15
H -2.81 -4.40 -2.46
H -3.76 -0.16 2.31
H -2.84 1.79 3.69
H -0.95 3.33 4.20
H 1.13 3.18 2.81
H 1.18 1.58 0.93
N 0.41 1.83 -3.31
C 1.65 1.48 -2.77
C 2.81 1.88 -3.42
C 4.03 1.46 -2.92
C 4.06 0.68 -1.78
C 2.85 0.33 -1.20
N 1.67 0.71 -1.68
C -0.65 2.42 -2.62
C -1.85 2.65 -3.32
C -2.88 3.26 -2.64
C -2.72 3.61 -1.31
C -1.50 3.33 -0.72
N -0.48 2.74 -1.35
H 0.40 1.98 -4.31
H 2.75 2.52 -4.29
H 4.95 1.76 -3.41
H 4.99 0.34 -1.34
H 2.80 -0.31 -0.32
H -1.95 2.34 -4.35
H -3.82 3.44 -3.15
H -3.50 4.09 -0.75
H -1.32 3.59 0.32
C 3.32 -3.59 -0.03
Ge 1.43 -3.28 -0.50
C 1.39 -2.87 -2.43
C 0.48 -4.98 -0.26
C 0.74 -1.80 0.52
H 3.76 -4.38 -0.64
H 3.41 -3.88 1.02
H 3.91 -2.68 -0.17
H 1.85 -3.68 -3.00
H 1.92 -1.94 -2.66
H 0.35 -2.78 -2.78
H 0.95 -5.77 -0.84
H -0.55 -4.86 -0.59
H 0.48 -5.27 0.79
H 0.27 -2.11 1.46
N 3.12 -0.89 2.26
C 3.75 0.31 2.35
N 5.00 0.28 2.96
O 3.29 1.36 1.91
H 3.64 -1.73 2.42
H 2.28 -0.98 1.67
H 5.20 -0.45 3.62
H 5.34 1.19 3.21

Want to see where the charge sits? The Löwdin charges in e are: Bi 1.668; O 0.048; C -0.272; C -0.019; C -0.085; C -0.094; C -0.030; C -0.078; C -0.439; O -0.210; N 0.036; N -0.123; C -0.068; C -0.269; C -0.016; C -0.048; C -0.036; C -0.136; N -0.042; H 0.059; H 0.115; H 0.102; H 0.097; H 0.111; H 0.132; H 0.115; H 0.111; H 0.113; H 0.088; N 0.107; C -0.320; C -0.010; C -0.061; C -0.048; C -0.147; N 0.056; C -0.356; C -0.020; C -0.072; C -0.073; C -0.149; N 0.114; H 0.135; H 0.111; H 0.109; H 0.108; H 0.063; H 0.111; H 0.108; H 0.100; H 0.099; C -0.237; Ge 0.622; C -0.235; C -0.220; C -0.640; H 0.012; H 0.007; H -0.003; H 0.018; H -0.003; H 0.003; H 0.014; H 0.000; H 0.015; H -0.057; N 0.162; C -0.670; N 0.134; O 0.001; H 0.088; H 0.016; H 0.086; H 0.093


2.
This record from OMol25 describes the molecule C16H29N3O2. The level of theory is wB97M-V/def2-TZVPD.

Summary:
SMILES: C[C@H](NO)C(=O)/C(=C/N1CCCCC1)CN1CCCCC1
Kohn-Sham gap: 8.7 eV
ΔE to the lowest compared entry with this formula, charge and spin: 128.6 kcal/mol
Lowest unoccupied orbital energy: 0.77 eV
HOMO: -7.90 eV
E: -25624.71184 eV

Cartesian coordinates (Å):
C 1.17 -2.71 2.53
C 0.39 -2.74 1.21
N 0.48 -4.12 0.68
O 0.09 -5.24 1.53
C 0.88 -1.66 0.22
O 1.76 -1.87 -0.62
C 0.43 -0.27 0.39
C 1.39 0.67 0.62
N 1.13 1.95 1.00
C 0.57 2.97 0.09
C 1.59 3.95 -0.42
C 2.26 4.63 0.77
C 2.88 3.55 1.68
C 1.88 2.50 2.15
C -1.05 -0.01 0.42
N -1.84 -0.46 -0.75
C -2.30 -1.87 -0.78
C -3.39 -2.02 -1.83
C -2.81 -1.65 -3.18
C -2.25 -0.25 -3.20
C -1.33 0.04 -2.04
H 1.06 -1.72 2.99
H 0.82 -3.55 3.18
H 2.21 -2.94 2.31
H -0.66 -2.64 1.40
H 1.41 -4.25 0.28
H -0.77 -5.58 1.28
H 2.43 0.33 0.58
H 0.05 2.50 -0.74
H -0.15 3.51 0.70
H 2.32 3.46 -1.04
H 1.14 4.74 -1.03
H 3.00 5.33 0.38
H 1.52 5.23 1.32
H 3.34 4.08 2.52
H 3.67 3.01 1.17
H 1.19 2.95 2.86
H 2.41 1.70 2.64
H -1.44 -0.48 1.34
H -1.28 1.04 0.53
H -2.71 -2.05 0.20
H -1.49 -2.62 -0.91
H -4.19 -1.34 -1.63
H -3.82 -3.00 -1.83
H -3.59 -1.74 -3.95
H -2.01 -2.38 -3.44
H -3.09 0.43 -3.17
H -1.75 -0.13 -4.18
H -0.33 -0.42 -2.23
H -1.20 1.13 -2.01

Want to see where the charge sits? The Löwdin charges in e are: C -0.038; C -0.318; N -0.069; O -0.069; C -0.324; O 0.084; C -0.144; C -0.055; N -0.134; C -0.156; C -0.196; C -0.202; C -0.182; C -0.151; C -0.123; N -0.138; C -0.187; C -0.185; C -0.223; C -0.199; C -0.185; H 0.081; H 0.088; H 0.083; H 0.108; H 0.117; H 0.084; H 0.141; H 0.105; H 0.120; H 0.113; H 0.112; H 0.106; H 0.115; H 0.107; H 0.111; H 0.119; H 0.112; H 0.131; H 0.106; H 0.105; H 0.121; H 0.103; H 0.105; H 0.111; H 0.122; H 0.107; H 0.118; H 0.130; H 0.111


3.
This record from OMol25 describes a cluster of 5 separate species, C12H24FNO8S in total. The level of theory is wB97M-V/def2-TZVPD.

Summary:
Kohn-Sham gap: 9.1 eV
ΔE to the lowest compared entry with this formula, charge and spin: 132.9 kcal/mol
Lowest unoccupied orbital energy: -0.04 eV
HOMO: -9.11 eV
E: -44250.02278 eV

Cartesian coordinates (Å):
N 0.51 -0.78 2.03
H -0.30 -1.42 1.97
H 0.21 0.13 1.56
H 1.15 -1.33 1.60
H 0.76 -0.66 3.08
F 0.33 -1.48 -0.69
C 4.89 -0.92 -2.03
C 4.44 0.14 -1.04
C 3.13 -0.24 -0.39
O 3.46 0.02 1.06
C 4.72 0.28 1.19
O 5.20 0.52 2.30
O 5.27 0.36 0.07
H 5.18 -1.81 -1.46
H 5.96 -0.60 -2.55
H 4.11 -1.19 -2.85
H 4.53 1.04 -1.56
H 2.80 -1.35 -0.25
H 2.28 0.27 -0.77
C -4.33 -3.93 -0.47
C -3.22 -3.37 0.29
C -2.93 -1.87 0.09
O -3.08 -1.36 1.48
C -3.56 -2.27 2.25
O -3.90 -2.22 3.29
O -3.58 -3.49 1.68
H -4.00 -4.30 -1.50
H -5.21 -3.40 -0.17
H -4.72 -4.94 -0.07
H -2.17 -3.85 0.35
H -3.91 -1.48 -0.34
H -2.04 -1.71 -0.67
C -1.66 4.02 -0.21
C -1.86 2.95 -1.20
C -0.89 1.83 -0.92
S 0.51 2.71 -0.17
O 1.51 2.67 -1.15
O 0.64 2.15 1.12
C -0.17 4.27 -0.02
H -2.23 3.84 0.61
H -2.00 4.97 -0.42
H -1.63 3.12 -2.25
H -2.90 2.59 -1.14
H -0.59 1.07 -1.80
H -1.18 1.31 -0.12
H 0.47 5.08 -0.69
H 0.00 4.64 0.89

Want to see where the charge sits? The Löwdin charges in e are: N 0.294; H 0.133; H 0.124; H 0.045; H 0.197; F -0.656; C -0.038; C -0.327; C -0.039; O 0.051; C -0.692; O 0.098; O 0.143; H 0.072; H 0.136; H 0.125; H 0.136; H 0.151; H 0.082; C -0.054; C -0.379; C -0.054; O 0.068; C -0.762; O 0.258; O 0.060; H 0.123; H 0.086; H 0.114; H 0.180; H 0.135; H 0.149; C -0.209; C -0.219; C -0.212; S 0.611; O -0.293; O -0.301; C -0.223; H 0.099; H 0.099; H 0.120; H 0.127; H 0.175; H 0.027; H 0.189; H 0.050